DFT (ωB97M-V/def2-TZVPD) results for C37H94Cl2NNbO8PS7 as an isolated structure in a non-equilibrium geometry.

Values from the calculation:
Maximum force in eV/A: 4.98
Frontier orbital gap in eV: 5.1
Net charge: -1
DFT total energy in eV: -169476.01379
Lowest unoccupied orbital energy in eV: 1.25

```
151
Properties=species:S:1:pos:R:3:forces:R:3:lowdin_charge:R:1
C -1.238 -0.355 7.641 -0.2 -0.6 -0.4 -0.155
C -2.081 1.055 7.779 0.6 0.5 -0.1 -0.263
C -2.943 1.431 6.415 0.7 0.1 -0.4 -0.221
C -3.894 0.209 5.872 -0.5 0.0 0.0 -0.218
C -5.171 -0.128 6.855 0.5 -0.5 0.6 -0.206
C -5.799 -1.642 6.608 -0.9 0.6 1.0 -0.210
C -6.951 -1.674 5.444 0.0 0.8 -0.3 -0.205
C -6.432 -2.113 3.954 -1.3 -0.7 -0.7 -0.213
C -5.419 -3.402 3.918 0.3 0.7 -1.0 -0.206
C -3.875 -2.829 3.919 0.2 -1.2 0.4 -0.218
C -2.916 -3.487 2.753 0.5 0.5 0.5 -0.216
C -1.839 -2.334 2.196 -0.6 -0.7 -1.0 -0.195
C -0.356 -2.465 2.908 -0.3 0.3 0.0 -0.212
C 0.429 -1.040 3.113 -0.3 0.1 -0.1 -0.220
C 1.590 -0.750 1.945 -1.0 0.9 1.1 -0.205
C 0.908 0.304 0.891 0.3 -0.2 0.0 -0.237
C 1.929 0.934 -0.226 -1.2 0.2 -1.0 -0.204
C 1.588 2.548 -0.500 0.9 -0.4 -0.7 -0.225
C 0.610 2.771 -1.820 1.1 0.8 -1.0 -0.323
C -0.311 4.146 -1.724 1.8 0.8 -0.2 -0.466
Nb -1.994 4.039 -0.183 1.6 -4.7 0.1 1.214
N -1.739 1.904 -0.112 -1.5 1.9 0.0 -0.231
C -3.522 3.988 1.535 -0.6 0.8 1.0 -0.484
C -4.979 3.360 1.119 -0.5 1.9 2.5 -0.752
C -5.913 3.423 2.504 0.5 -1.3 0.0 -0.187
Cl -4.938 1.565 0.625 -0.1 1.2 0.1 0.429
P -2.357 6.559 -0.563 -1.5 0.9 -1.4 0.240
O -4.023 6.802 -1.126 0.8 -1.7 0.0 -0.571
Cl -2.243 7.569 1.302 -0.5 -0.4 -0.1 -0.049
H -0.161 -0.311 8.107 -2.2 0.1 -0.8 0.069
H -1.110 -0.677 6.499 -0.3 0.9 2.4 0.072
H -1.796 -1.250 8.164 1.0 1.8 -1.0 0.071
H -1.262 1.909 7.921 -1.9 -1.7 -0.3 0.105
H -2.762 1.064 8.752 1.4 -0.1 -2.1 0.100
H -2.137 1.655 5.567 -1.7 -0.5 1.8 0.115
H -3.521 2.464 6.558 1.0 -2.4 -0.2 0.119
H -4.326 0.444 4.790 1.0 -0.3 2.2 0.112
H -3.244 -0.770 5.746 -1.3 2.1 0.4 0.084
H -6.024 0.695 6.794 1.8 -1.7 -0.1 0.116
H -4.801 -0.119 7.982 -0.6 0.1 -2.3 0.100
H -6.351 -1.923 7.628 1.2 0.5 -2.1 0.107
H -4.940 -2.428 6.487 -1.6 1.5 0.0 0.092
H -7.347 -0.552 5.339 0.7 -2.4 0.3 0.117
H -7.897 -2.316 5.766 2.3 1.2 -0.8 0.094
H -5.989 -1.201 3.324 -0.7 -2.0 1.6 0.120
H -7.406 -2.443 3.348 2.2 0.9 1.5 0.071
H -5.580 -3.948 2.880 0.3 1.0 2.1 0.101
H -5.630 -4.203 4.762 0.4 1.8 -1.6 0.117
H -3.910 -1.665 3.797 0.2 -2.4 0.3 0.081
H -3.393 -3.152 4.958 -0.9 1.1 -2.1 0.108
H -3.544 -3.965 1.882 1.2 1.1 1.6 0.097
H -2.279 -4.359 3.243 -1.3 1.7 -1.1 0.091
H -1.783 -2.530 1.020 0.2 0.5 2.5 0.114
H -2.320 -1.253 2.298 1.1 -2.3 0.0 0.108
H 0.306 -3.124 2.194 -1.3 0.9 1.7 0.100
H -0.510 -2.955 3.984 0.4 0.8 -2.4 0.110
H 0.899 -0.993 4.204 -0.9 -0.2 -2.3 0.102
H -0.404 -0.189 3.042 1.9 -1.7 0.3 0.102
H 2.489 -0.224 2.505 -1.6 -1.1 -1.4 0.106
H 1.932 -1.768 1.468 -0.6 2.1 0.8 0.103
H 0.459 1.228 1.497 0.9 -2.2 -1.2 0.104
H 0.018 -0.282 0.358 1.8 1.5 1.1 0.112
H 1.691 0.376 -1.251 0.7 1.2 2.1 0.098
H 3.068 0.760 -0.017 -2.2 0.3 -0.1 0.093
H 2.646 3.028 -0.777 -2.3 -0.8 0.6 0.101
H 1.199 3.094 0.463 0.6 -1.2 -1.8 0.063
H -0.002 1.814 -2.115 1.0 1.8 1.0 0.084
H 1.359 2.965 -2.729 -1.7 -0.6 2.0 0.063
H -0.676 4.530 -2.794 0.8 -1.0 2.1 0.046
H 0.437 4.994 -1.343 -1.4 -1.6 -0.9 0.036
H -3.286 3.763 -1.459 -0.6 0.7 -0.4 -0.111
H -0.711 4.331 1.107 -0.1 0.7 0.3 -0.107
H -2.295 1.391 -0.830 0.7 0.2 1.1 -0.021
H -1.934 1.583 0.861 -0.1 -0.1 -1.2 -0.032
H -3.722 5.132 1.813 0.2 -2.3 -0.5 0.017
H -3.070 3.517 2.534 -1.3 0.7 -2.0 0.049
H -5.569 3.988 0.319 1.6 -1.5 1.2 0.093
H -5.503 4.204 3.288 -1.0 -1.3 -1.9 0.077
H -5.760 2.357 3.013 -0.6 2.3 -1.0 0.048
H -7.040 3.567 2.223 2.1 -0.2 0.8 0.068
H -4.379 5.914 -1.460 0.9 1.6 1.0 -0.004
C -10.755 -5.246 4.022 -0.1 0.0 0.1 -0.273
S -9.679 -4.057 3.185 0.0 0.4 0.3 0.824
O -9.364 -2.966 4.166 -0.8 -0.8 -0.5 -0.562
C -10.946 -3.425 2.058 -0.1 0.1 0.0 -0.266
H -10.180 -5.743 4.807 0.0 0.1 -0.1 0.050
H -11.607 -4.729 4.470 0.1 0.0 -0.1 0.056
H -11.103 -5.992 3.303 0.1 0.1 0.0 0.050
H -11.786 -3.022 2.628 0.1 0.0 0.0 0.057
H -11.288 -4.231 1.405 0.1 0.0 0.1 0.050
H -10.506 -2.630 1.451 0.1 -0.1 0.2 0.055
C 2.607 3.616 -7.316 0.0 0.1 -0.2 -0.271
S 2.995 3.303 -5.577 -0.5 0.1 0.3 0.823
O 1.770 3.629 -4.775 0.8 0.0 -0.8 -0.556
C 4.149 4.685 -5.395 0.1 0.2 0.0 -0.265
H 1.864 2.885 -7.643 0.1 0.1 0.2 0.047
H 2.200 4.623 -7.432 0.0 -0.1 0.1 0.054
H 3.512 3.505 -7.917 0.0 0.0 0.1 0.042
H 3.645 5.625 -5.631 -0.1 -0.1 0.1 0.058
H 5.002 4.538 -6.060 -0.1 -0.1 0.0 0.010
H 4.498 4.712 -4.360 -0.2 -0.1 -0.1 0.055
C 9.057 2.321 -7.285 0.0 -0.1 0.0 -0.266
S 7.670 3.370 -6.787 -0.1 -0.1 -0.2 0.814
O 6.410 2.699 -7.246 0.5 0.3 0.0 -0.566
C 8.027 4.710 -7.950 -0.1 0.0 0.0 -0.257
H 9.016 1.394 -6.707 -0.1 0.2 0.0 0.054
H 8.987 2.088 -8.350 -0.1 0.1 0.1 0.018
H 9.998 2.836 -7.075 -0.1 0.0 -0.1 0.059
H 8.020 4.327 -8.974 0.0 0.0 0.2 0.025
H 9.002 5.144 -7.718 -0.1 -0.1 0.0 0.058
H 7.255 5.476 -7.845 0.0 -0.2 0.1 0.050
C 8.847 2.945 -11.424 -0.1 0.1 0.0 -0.260
S 10.453 2.714 -10.625 0.1 0.4 0.0 0.796
O 10.769 3.974 -9.875 -0.2 -0.5 -0.4 -0.553
C 11.423 2.733 -12.152 0.1 0.1 -0.1 -0.268
H 8.078 3.002 -10.650 0.1 -0.1 -0.1 0.034
H 8.847 3.872 -12.003 0.1 0.0 0.1 0.064
H 8.639 2.094 -12.078 0.1 0.0 0.1 0.058
H 11.263 3.673 -12.685 0.0 0.0 0.1 0.058
H 11.129 1.889 -12.781 0.0 0.0 0.1 0.053
H 12.480 2.639 -11.893 -0.2 0.0 0.1 0.051
C 2.320 -2.686 -2.850 -0.1 0.1 0.0 -0.265
S 3.927 -2.917 -2.050 0.0 0.4 0.1 0.816
O 4.242 -1.657 -1.300 -0.1 -0.6 -0.5 -0.566
C 4.897 -2.899 -3.578 0.1 0.1 -0.1 -0.269
H 1.552 -2.630 -2.076 0.2 0.0 0.0 0.051
H 2.321 -1.760 -3.429 0.1 0.0 0.1 0.060
H 2.113 -3.537 -3.504 0.1 0.0 0.1 0.049
H 4.736 -1.959 -4.111 -0.1 0.0 0.1 0.058
H 4.603 -3.742 -4.207 0.0 0.0 0.1 0.049
H 5.954 -2.992 -3.319 -0.2 0.0 0.1 0.050
C 7.718 -1.941 2.765 0.2 0.0 0.1 -0.283
S 6.721 -2.392 1.325 0.1 0.1 -0.4 0.799
O 7.596 -3.187 0.401 -0.2 0.3 0.4 -0.574
C 6.600 -0.717 0.653 0.1 0.1 -0.1 -0.265
H 7.952 -2.850 3.325 -0.1 0.1 -0.1 0.044
H 8.647 -1.466 2.443 -0.1 0.0 -0.1 0.052
H 7.150 -1.260 3.404 0.0 -0.1 -0.1 0.050
H 7.599 -0.318 0.462 0.0 -0.1 0.1 0.055
H 6.070 -0.077 1.362 0.0 -0.1 0.0 0.056
H 6.041 -0.758 -0.285 0.0 -0.2 0.2 0.017
C -2.647 -7.277 2.060 -0.1 -0.1 0.0 -0.269
S -1.585 -6.344 0.931 -0.3 0.2 -0.4 0.783
O -2.449 -5.840 -0.187 0.4 -0.4 0.6 -0.552
C -0.674 -7.778 0.310 0.0 -0.1 -0.1 -0.276
H -3.338 -6.581 2.542 0.2 0.0 -0.1 0.037
H -3.216 -8.026 1.505 0.1 0.1 -0.1 0.056
H -2.032 -7.761 2.823 0.0 0.1 -0.1 0.053
H -1.366 -8.496 -0.136 0.0 0.1 0.0 0.054
H -0.125 -8.246 1.130 0.0 0.1 0.0 0.050
H 0.034 -7.438 -0.450 -0.1 0.1 0.1 0.049
```
Forces are in eV/Å.


DFT (ωB97M-V/def2-TZVPD) results for an isolated molecule of C20H31N5O4.

Values from the calculation:
Maximum force in eV/A: 0.22
Frontier orbital gap in eV: 9.0
Relative energy (zero: lowest compared OMol25 entry of this formula, charge and spin) in eV: 1.401
Net charge: 0
SMILES: CC(C)Cn1[nH]c(CC(=O)N2CC(CN(C)C(=O)CC(=O)NC3CC3)C2)cc1=O
DFT total energy in eV: -36883.22471
Lowest unoccupied orbital energy in eV: 0.43

```
60
Properties=species:S:1:pos:R:3:forces:R:3:lowdin_charge:R:1
C -5.083 2.335 -2.650 0.1 0.1 -0.1 -0.084
C -3.710 1.780 -2.280 0.0 -0.1 0.1 -0.388
C -3.766 0.258 -2.209 0.0 0.0 0.0 -0.076
C -3.252 2.434 -0.961 -0.2 -0.1 0.1 -0.112
N -2.390 1.640 -0.109 0.1 0.1 -0.1 -0.059
N -2.955 0.708 0.770 0.0 0.0 0.0 0.093
C -1.933 -0.166 1.109 0.0 0.0 0.0 -0.255
C -2.166 -1.182 2.184 0.0 0.0 0.0 -0.024
C -1.217 -2.353 1.978 0.0 0.0 0.0 -0.484
O -0.129 -2.410 2.519 0.0 0.0 0.0 0.074
N -1.654 -3.298 1.116 0.0 0.0 0.0 -0.019
C -2.663 -3.217 0.046 0.0 0.0 0.0 -0.087
C -1.829 -4.235 -0.769 0.0 0.0 0.0 -0.212
C -1.295 -3.764 -2.117 0.0 0.0 0.0 -0.109
N -2.078 -4.198 -3.274 0.0 0.0 0.0 -0.095
C -1.418 -5.055 -4.246 0.0 0.0 0.0 -0.035
C -3.314 -3.672 -3.430 0.0 0.0 0.0 -0.403
O -3.789 -2.957 -2.550 0.0 0.0 0.0 0.037
C -4.055 -4.015 -4.710 0.0 0.0 0.0 0.004
C -5.332 -3.263 -5.088 0.0 0.0 0.0 -0.483
O -5.784 -3.428 -6.207 0.0 0.0 0.0 0.061
N -5.906 -2.481 -4.156 0.0 0.0 0.0 0.115
C -7.117 -1.772 -4.434 0.0 0.0 0.0 -0.290
C -7.393 -0.547 -3.624 0.0 0.0 0.0 -0.098
C -7.035 -0.423 -5.082 0.0 0.0 0.0 -0.090
C -0.785 -4.212 0.377 0.0 0.0 0.0 -0.070
C -0.846 0.056 0.346 0.0 0.0 0.0 0.079
C -1.137 1.202 -0.512 0.0 0.0 0.0 -0.466
O -0.509 1.706 -1.428 0.0 0.0 0.0 0.049
H -5.827 2.032 -1.908 0.0 0.0 0.0 0.080
H -5.080 3.427 -2.692 0.0 0.0 0.0 0.080
H -5.411 1.965 -3.623 0.0 0.0 0.0 0.070
H -2.989 2.053 -3.053 0.0 0.0 0.0 0.135
H -4.471 -0.084 -1.447 0.0 0.0 0.0 0.083
H -4.086 -0.151 -3.169 0.0 0.0 0.0 0.071
H -2.793 -0.181 -1.983 0.0 0.0 0.0 0.067
H -2.719 3.361 -1.171 0.0 0.0 0.0 0.131
H -4.126 2.693 -0.357 0.0 0.0 0.0 0.122
H -3.433 1.149 1.549 0.0 0.0 0.0 0.160
H -1.955 -0.754 3.164 0.0 0.0 0.0 0.133
H -3.208 -1.507 2.157 0.0 0.0 0.0 0.126
H -3.654 -3.556 0.346 0.0 0.0 0.0 0.124
H -2.741 -2.236 -0.422 0.0 0.0 0.0 0.096
H -2.319 -5.201 -0.881 0.0 0.0 0.0 0.146
H -1.216 -2.673 -2.118 0.0 0.0 0.0 0.138
H -0.290 -4.162 -2.262 0.0 0.0 0.0 0.124
H -2.142 -5.597 -4.846 0.0 0.0 0.0 0.081
H -0.764 -4.486 -4.912 0.0 0.0 0.0 0.101
H -0.815 -5.791 -3.716 0.0 0.0 0.0 0.093
H -3.394 -3.904 -5.570 0.0 0.0 0.0 0.128
H -4.330 -5.073 -4.682 0.0 0.0 0.0 0.140
H -5.443 -2.414 -3.258 0.0 0.0 0.0 0.108
H -7.950 -2.403 -4.714 0.0 0.0 0.0 0.145
H -8.413 -0.357 -3.323 0.0 0.0 0.0 0.099
H -6.643 -0.253 -2.902 0.0 0.0 0.0 0.074
H -6.043 -0.066 -5.324 0.0 0.0 0.0 0.100
H -7.808 -0.152 -5.786 0.0 0.0 0.0 0.099
H 0.175 -3.754 0.122 0.0 0.0 0.0 0.126
H -0.602 -5.161 0.881 0.0 0.0 0.0 0.122
H 0.074 -0.504 0.345 0.0 0.0 0.0 0.124
```
Forces are in eV/Å.


DFT (ωB97M-V/def2-TZVPD) results for C8H9N2O2S as an isolated structure in a non-equilibrium geometry.

Values from the calculation:
Maximum force in eV/A: 6.29
Frontier orbital gap in eV: 8.9
Relative energy (zero: lowest compared OMol25 entry of this formula, charge and spin) in eV: 3.965
Net charge: +1
DFT total energy in eV: -26340.28398
Lowest unoccupied orbital energy in eV: -4.91

```
22
Properties=species:S:1:pos:R:3:forces:R:3:lowdin_charge:R:1
C -1.533 -0.836 4.045 -1.8 1.1 0.9 -0.287
C 1.427 0.580 -0.619 -3.6 -0.5 2.3 0.037
C -0.715 -0.553 -0.673 1.1 0.1 0.9 0.036
C 1.186 1.013 0.718 4.2 0.2 -1.3 -0.011
C -0.819 -0.232 0.671 -2.8 -0.4 -1.2 -0.070
C 0.465 -0.206 -1.347 1.1 1.6 1.7 -0.230
C 0.042 0.573 1.278 1.0 0.6 2.7 -0.360
C 0.866 -0.560 -2.714 0.1 -1.1 -2.2 -0.051
N -2.575 -0.204 3.677 0.6 2.0 -1.5 0.204
N -1.928 1.346 3.009 -0.3 -6.0 -1.7 -0.024
O 0.433 2.084 3.500 0.1 -1.3 -0.7 -0.202
O -0.337 -0.307 3.988 2.4 0.7 -1.5 -0.090
S -0.343 1.019 2.934 -0.1 2.2 1.7 0.980
H -1.643 -1.712 4.671 0.0 -0.4 -0.3 0.168
H 2.252 0.902 -1.124 2.3 0.7 -1.1 0.090
H -1.547 -1.067 -1.068 -0.5 -0.6 -0.9 0.119
H 2.031 1.488 1.330 -1.6 -0.3 -1.2 0.165
H -1.719 -0.303 1.247 -0.9 -1.0 -0.4 0.103
H -0.052 -0.907 -3.306 1.6 0.3 0.6 0.113
H 1.421 0.256 -3.308 -1.1 -1.0 1.1 0.120
H 1.634 -1.409 -2.628 -1.2 0.9 -0.3 0.126
H -2.176 1.906 3.743 -0.5 2.2 2.6 0.064
```
Forces are in eV/Å.


> Look up the lowest unoccupied orbital energy of the third one.

-4.91 eV


> The highest DFT total energy belongs to which entry?

C8H9N2O2S


> Among the records above, which one has the lowest frontier orbital gap?

C37H94Cl2NNbO8PS7